{"formula": "C24H50ClN9ReSSbSi3", "method": "wB97M-V/def2-TZVPD", "symbols": ["H", "C", "H", "H", "N", "C", "H", "H", "H", "C", "C", "C", "H", "H", "Cl", "Sb", "H", "H", "H", "C", "H", "H", "H", "H", "Si", "H", "H", "H", "C", "N", "C", "N", "H", "C", "C", "H", "H", "H", "H", "H", "Si", "H", "H", "S", "H", "H", "C", "C", "N", "H", "H", "C", "C", "H", "C", "N", "C", "H", "C", "H", "C", "H", "H", "C", "H", "H", "H", "H", "N", "H", "N", "H", "C", "H", "C", "H", "H", "C", "Si", "C", "Re", "H", "H", "N", "H", "H", "H", "C", "N", "H"], "coordinates": [[2.139, -2.745, 2.971], [3.675, 1.810, -2.390], [-0.556, 3.534, -2.175], [3.686, -2.321, 3.668], [-0.985, -3.461, -0.860], [0.383, -3.994, 0.703], [-2.599, 4.608, -2.666], [3.935, 3.363, 1.290], [4.524, 1.634, 4.097], [-3.761, 1.516, -1.708], [-1.580, -0.713, 2.166], [-2.160, 0.363, -4.711], [2.792, -3.788, -0.700], [-2.699, 3.172, -3.694], [-3.470, 1.088, -5.568], [2.938, -0.428, 0.348], [-3.760, 0.780, 3.740], [1.371, -0.023, 3.681], [4.338, -2.018, -2.397], [-0.929, 1.018, -4.661], [-2.330, 0.284, -0.693], [1.367, 1.683, 4.144], [2.468, 3.745, 2.187], [3.479, -4.951, 0.441], [3.975, -2.649, 1.237], [-3.279, -1.376, -4.171], [2.631, 1.594, -2.625], [6.061, -1.547, 2.084], [1.390, 0.998, 3.292], [-2.294, -0.640, 3.231], [-2.652, 3.522, -2.660], [-0.442, -5.017, 0.598], [-2.489, -5.283, -1.739], [-2.678, 0.673, 3.790], [0.101, 0.469, -3.930], [6.138, 1.968, -0.576], [6.234, -2.046, 0.390], [-3.821, -1.823, 4.047], [1.200, -3.955, 1.402], [6.963, 0.538, -1.196], [4.533, 0.367, -1.575], [-2.197, 1.465, 3.222], [4.521, -4.088, -0.677], [0.237, 1.469, -0.747], [-3.852, 3.503, -0.878], [-4.497, 1.151, -0.995], [2.914, 3.030, 1.490], [-2.334, -0.855, -4.081], [-2.345, -5.355, -0.737], [1.220, -2.369, -2.571], [6.292, -3.245, 1.674], [-0.052, -0.751, -3.249], [3.209, -2.959, 2.920], [-1.413, -2.377, -2.909], [3.639, -3.982, -0.041], [-1.242, -4.624, -0.367], [-1.282, -1.405, -3.357], [-0.789, 1.939, -5.214], [4.495, 0.985, 3.215], [1.056, 0.980, -3.904], [-1.346, 1.878, -1.390], [5.387, 1.208, 2.625], [4.183, 2.062, -3.324], [1.087, -1.291, -2.440], [2.019, -0.811, -2.733], [2.349, 3.085, 0.559], [6.158, 0.473, 0.361], [-2.350, 0.722, 4.827], [-0.933, -0.775, 1.195], [-4.764, 3.290, -2.367], [-1.413, 3.019, -2.046], [-2.457, -2.736, 3.369], [-2.738, -1.855, 3.941], [0.490, 1.170, 2.698], [4.799, -1.087, -2.732], [4.412, -0.867, -3.729], [3.700, 2.694, -1.749], [-3.839, 3.024, -1.859], [2.924, 1.338, 2.277], [5.803, -2.318, 1.356], [0.448, -0.894, -0.472], [5.870, -1.277, -2.833], [4.558, -0.044, 3.574], [-2.428, 1.145, -1.196], [-2.272, -1.886, 4.924], [3.371, -3.993, 3.235], [-3.926, 1.013, -2.661], [6.081, 0.880, -0.650], [0.077, -3.035, -0.183], [-2.200, -6.319, -0.448]], "forces_ev_per_angstrom": [[-0.013, -0.047, -0.014], [-0.037, -0.029, 0.088], [0.036, 0.002, -0.018], [0.015, -0.018, -0.030], [-0.154, -0.135, -0.009], [0.104, 0.074, 0.045], [-0.012, 0.016, 0.005], [-0.005, -0.014, -0.016], [-0.008, 0.014, -0.023], [0.036, -0.037, 0.041], [0.026, -0.042, -0.061], [0.006, -0.001, -0.017], [-0.013, 0.014, 0.020], [-0.009, 0.006, -0.002], [0.007, -0.026, -0.007], [0.388, 0.024, 0.019], [0.004, 0.002, 0.007], [0.016, 0.021, -0.015], [0.004, 0.040, 0.013], [-0.013, -0.027, -0.027], [0.036, -0.132, 0.127], [0.031, 0.004, -0.002], [0.028, -0.006, 0.021], [0.015, 0.017, 0.020], [0.196, -0.240, 0.083], [0.026, -0.001, 0.000], [0.056, -0.009, 0.009], [-0.027, -0.006, -0.012], [0.011, -0.041, -0.102], [0.016, 0.057, 0.006], [0.058, 0.040, 0.015], [0.003, -0.050, 0.021], [0.014, 0.017, 0.003], [0.030, -0.032, 0.001], [-0.033, -0.010, -0.004], [-0.017, -0.004, 0.008], [-0.020, -0.010, 0.012], [0.001, -0.001, 0.003], [-0.010, 0.018, 0.013], [-0.011, 0.026, -0.027], [0.207, 0.081, -0.163], [-0.017, 0.005, 0.000], [-0.006, 0.011, 0.006], [0.280, 0.053, 0.228], [0.000, -0.007, 0.004], [-0.008, 0.009, 0.001], [0.042, -0.075, -0.013], [-0.058, 0.028, -0.010], [0.118, 0.033, 0.005], [-0.043, -0.007, -0.022], [-0.023, 0.006, 0.013], [-0.023, 0.128, 0.028], [-0.022, 0.134, -0.059], [-0.006, -0.050, 0.033], [0.001, 0.081, -0.005], [-0.032, -0.069, -0.070], [0.038, 0.015, 0.063], [0.000, -0.010, 0.012], [-0.046, 0.015, -0.034], [-0.008, -0.028, -0.012], [-0.066, -0.015, 0.002], [-0.050, -0.028, 0.009], [0.048, -0.020, 0.011], [0.244, -0.198, -0.114], [0.017, 0.013, -0.005], [-0.030, -0.035, 0.036], [-0.021, -0.014, -0.065], [-0.001, 0.002, -0.003], [-0.213, -0.027, 0.080], [0.008, 0.004, -0.013], [-0.118, -0.064, 0.024], [0.005, -0.005, 0.011], [-0.007, 0.010, -0.029], [0.021, 0.017, -0.007], [-0.085, -0.023, 0.132], [-0.012, 0.023, 0.016], [-0.003, -0.020, 0.001], [-0.046, 0.009, 0.014], [0.009, 0.136, 0.191], [-0.051, 0.033, -0.013], [-0.798, 0.074, -0.339], [0.008, 0.026, -0.002], [-0.014, 0.021, -0.021], [0.052, 0.191, -0.172], [-0.006, -0.004, 0.001], [0.007, -0.008, -0.033], [-0.011, 0.013, -0.022], [-0.102, -0.038, 0.031], [0.044, 0.073, 0.050], [-0.007, 0.031, 0.029]], "homo_lumo_gap_ha": [0.2405, 0.2264], "e_above_lowest_kcal_mol": 0.0, "spin_multiplicity": 4, "charge": 3, "s2": 3.800, "homo_energy_ev": [-15.77, -15.73]}



{"formula": "C24H51AsBr4O5PPtSbSi3", "method": "wB97M-V/def2-TZVPD", "symbols": ["H", "C", "H", "H", "C", "C", "C", "Si", "C", "C", "Sb", "Br", "H", "Br", "H", "O", "C", "C", "H", "H", "H", "C", "H", "H", "H", "H", "Si", "H", "C", "H", "H", "C", "H", "O", "H", "H", "C", "H", "H", "As", "H", "Si", "C", "H", "H", "Br", "H", "H", "H", "C", "H", "C", "H", "H", "H", "H", "Br", "O", "C", "C", "C", "H", "H", "H", "H", "H", "O", "H", "H", "C", "H", "H", "H", "H", "C", "C", "P", "O", "H", "C", "H", "C", "Pt", "H", "H", "H", "C", "H", "H", "H", "H"], "coordinates": [[2.639, -0.865, -3.494], [1.241, 1.374, 4.376], [3.088, -5.010, 1.653], [-3.482, -0.607, 3.232], [0.053, -5.846, 1.440], [1.529, 3.919, 1.347], [3.117, -0.018, -3.000], [-1.097, -3.347, -1.835], [2.411, 0.322, -1.711], [-0.692, -4.963, -2.700], [0.518, -2.629, 0.079], [-1.458, 0.524, 4.808], [-4.852, -0.271, 2.130], [0.875, 2.749, 5.616], [-2.812, -4.122, -0.193], [0.839, 2.249, -0.221], [2.505, 1.260, 3.785], [-1.903, -3.896, 2.675], [1.268, 4.725, 0.659], [4.156, -0.276, -2.795], [-2.111, 4.181, -1.901], [-1.968, 3.668, -2.853], [-3.638, -1.506, 1.715], [-2.639, -4.053, 1.887], [-0.630, -6.022, 0.604], [-3.201, -2.516, -0.815], [2.855, -3.620, -0.419], [0.628, -3.016, 4.175], [3.631, -4.193, 1.176], [2.404, -0.515, -1.007], [3.707, -3.356, 1.868], [1.800, -0.781, 2.574], [-4.841, 1.408, 0.043], [-0.554, -1.296, 2.592], [-2.900, 3.255, 1.456], [-3.442, 1.615, -1.047], [-2.816, -3.501, -1.089], [4.639, -4.552, 0.943], [-1.971, -2.189, -3.830], [-2.727, 0.760, 1.239], [2.576, 3.652, 1.200], [-0.136, -4.095, 2.110], [0.459, -0.539, 3.054], [0.111, 3.203, -2.504], [-0.671, 2.157, -3.702], [3.849, 2.530, 4.180], [-4.094, 2.449, 2.499], [0.256, -4.907, -3.235], [1.410, 4.275, 2.371], [1.010, -3.828, 3.555], [4.119, -1.511, -0.634], [0.647, 2.714, 1.132], [-1.756, 4.416, -3.619], [-4.082, -0.004, -0.728], [2.015, -3.561, 3.237], [-1.323, -1.022, -2.681], [4.459, -0.001, 2.099], [1.044, 0.663, -2.041], [-3.798, -0.542, 2.195], [-0.818, 2.694, -2.765], [-3.058, 2.437, 2.159], [1.068, -6.052, 1.094], [-2.087, -4.644, 3.452], [-3.510, -3.950, -1.804], [3.721, -2.163, -2.247], [3.452, -5.753, -1.458], [-1.131, 1.716, -1.746], [-2.893, 3.157, -3.119], [5.018, -2.881, -1.286], [4.028, -2.419, -1.233], [-0.645, -5.809, -2.012], [2.876, 1.175, -1.217], [-2.393, 2.548, 3.010], [1.059, -4.738, 4.161], [2.763, 0.212, 2.915], [-3.897, 0.979, -0.296], [0.022, 1.042, -0.881], [2.110, -1.812, 1.896], [0.920, 1.909, 1.816], [-1.150, -1.996, -3.133], [1.698, -5.673, -1.286], [2.583, -5.094, -1.548], [-0.579, -0.332, 0.713], [-2.038, -2.908, 3.113], [2.498, -4.797, -2.594], [-0.223, -1.950, -3.708], [0.254, 0.466, 3.999], [-0.405, 2.960, 1.289], [-0.185, -6.573, 2.222], [3.097, 0.835, -3.677], [-1.477, -5.170, -3.433]], "forces_ev_per_angstrom": [[-0.018, 0.032, -0.023], [0.150, -0.035, -0.071], [-0.008, 0.023, 0.019], [0.023, -0.030, -0.035], [-0.024, -0.032, 0.010], [-0.012, -0.050, -0.032], [0.003, 0.250, -0.110], [-0.037, 0.073, 0.037], [-0.057, -0.033, -0.006], [0.038, -0.010, 0.025], [-0.007, -0.127, -0.014], [0.028, -0.017, 0.006], [0.005, 0.032, 0.018], [-0.025, -0.017, -0.013], [-0.022, -0.022, -0.031], [-0.067, 0.118, -0.168], [-0.086, 0.027, 0.104], [-0.127, -0.038, 0.018], [0.003, 0.004, 0.006], [-0.066, 0.133, -0.073], [0.001, 0.005, -0.006], [0.021, -0.023, 0.001], [-0.009, -0.043, 0.007], [-0.022, 0.005, 0.017], [0.008, -0.011, -0.006], [0.009, -0.005, 0.046], [0.031, 0.013, 0.104], [0.004, 0.012, 0.020], [0.045, -0.082, -0.005], [-0.075, 0.129, -0.075], [0.031, -0.051, -0.031], [0.291, 0.149, 0.252], [-0.003, -0.020, -0.003], [0.155, 0.230, -0.064], [-0.006, 0.002, -0.002], [0.037, 0.032, -0.005], [0.018, 0.041, 0.056], [-0.007, -0.045, -0.038], [0.022, -0.029, -0.015], [-0.077, -0.207, -0.048], [0.005, 0.008, 0.006], [0.049, 0.009, -0.070], [0.021, -0.157, -0.169], [0.007, -0.003, 0.004], [0.022, 0.004, 0.004], [-0.028, -0.056, -0.014], [0.000, 0.010, -0.008], [-0.007, -0.021, 0.003], [0.011, 0.001, 0.005], [0.077, -0.215, 0.079], [0.088, -0.076, -0.018], [0.071, -0.040, 0.138], [-0.016, 0.004, 0.002], [0.017, -0.001, -0.018], [-0.131, -0.086, 0.092], [0.004, 0.149, 0.061], [-0.058, -0.015, 0.018], [-0.003, -0.055, -0.027], [-0.009, 0.059, 0.058], [-0.026, 0.016, -0.022], [0.048, 0.052, -0.021], [0.007, -0.006, -0.012], [-0.009, -0.040, -0.011], [0.015, 0.028, -0.037], [0.069, -0.191, 0.233], [-0.002, -0.004, -0.035], [-0.063, -0.053, 0.078], [0.000, -0.001, 0.001], [-0.011, -0.062, 0.008], [0.021, -0.111, 0.006], [0.004, -0.005, 0.002], [-0.014, 0.030, 0.012], [0.005, -0.006, -0.002], [-0.079, -0.025, 0.025], [0.013, -0.016, -0.133], [0.021, 0.000, 0.012], [0.204, -0.106, 0.027], [-0.081, 0.499, -0.200], [-0.055, 0.008, -0.039], [-0.013, -0.097, -0.092], [0.017, -0.005, 0.027], [0.066, -0.013, -0.008], [-0.192, 0.024, 0.152], [-0.035, -0.042, -0.038], [-0.022, 0.013, -0.012], [0.018, 0.046, 0.016], [-0.115, 0.135, 0.088], [-0.029, 0.024, -0.045], [-0.006, -0.007, -0.004], [-0.029, 0.008, -0.005], [-0.015, 0.006, 0.012]], "homo_lumo_gap_ha": 0.2449, "e_above_lowest_kcal_mol": 7.4, "spin_multiplicity": 1, "homo_energy_ev": -6.92}